No. 1
Below is a molecular structure, C5H8S at a distorted geometry, with properties calculated with ωB97M-V/def2-TZVPD.

Structure (XYZ):
```
14
Properties=species:S:1:pos:R:3:forces:R:3
C 0.262 -1.764 -2.449 -0.7624 0.5498 0.1892
C 0.874 -1.335 -1.506 1.1693 -0.1764 0.1408
C -0.594 1.124 -0.302 2.7616 0.2994 -1.5627
C -0.123 -0.112 1.752 -4.2841 -0.6813 -0.7899
C 0.464 0.696 0.674 0.1489 -2.0944 0.5090
S 2.020 -0.836 -0.408 -1.6880 1.7685 1.3596
H -0.420 -1.663 -3.236 -0.3889 -0.5471 -0.8156
H -0.952 0.344 -0.962 -0.2307 -0.7607 0.4506
H -1.391 1.637 0.154 -0.9582 0.5250 0.7992
H -0.109 1.763 -1.024 -0.0487 0.7201 -0.2559
H -0.394 -1.070 1.348 0.1246 -0.8807 -0.0500
H -1.184 0.181 2.136 1.3796 0.4380 -1.2049
H 0.304 -0.215 2.666 2.3874 -0.3980 2.2548
H 1.242 1.251 1.156 0.3897 1.2378 -1.0243
```
Positions in Å, forces in eV/Å.

The calculation puts the HOMO-LUMO gap (alpha / beta) at 7.94 / 7.94 eV. The calculation puts the LUMO energy (alpha / beta) at -0.3805 / -0.3813 eV. As for the energy relative to the best compared isomer or geometry (same formula, charge and spin): 89.3 kcal/mol. The value obtained for the total energy is -16145.7636 eV.

These are the Mulliken partial charges, in e, on atoms 1 to 4: 0.034, -0.363, -1.243, -1.071



No. 2
Below is 2 unconnected molecules or ions with the total composition C2H6N2O at a distorted geometry, with properties calculated with ωB97M-V/def2-TZVPD.

Structure (XYZ):
```
11
Properties=species:S:1:pos:R:3:forces:R:3
C 2.347 0.195 0.943 0.4243 -2.0302 -1.0884
N 1.164 -0.164 1.161 -0.9385 0.4891 1.1507
H 2.596 1.228 1.078 0.1561 0.6254 -0.0755
H 3.156 -0.473 0.509 -0.6764 0.5537 0.8048
H 0.800 -1.129 1.197 1.0947 0.3765 -0.7563
C -2.232 -0.369 -0.798 0.3290 0.6372 3.2921
N -0.920 0.183 -0.941 -2.2665 -2.0945 0.9191
O -2.593 -1.038 0.217 0.9580 2.2279 -4.4907
H -2.864 0.175 -1.646 0.3679 -2.0292 1.4664
H -0.443 0.515 -0.117 0.1887 -0.5181 0.5296
H -1.012 0.878 -1.602 0.3626 1.7621 -1.7518
```
Positions in Å, forces in eV/Å.

The calculation puts the HOMO-LUMO gap at 10.89 eV. Its structure (SMILES) is NC=O.C=N. The calculation puts the LUMO energy at 0.9839 eV. As for the energy relative to the best compared isomer or geometry (same formula, charge and spin): 55.6 kcal/mol. The value obtained for the total energy is -7197.3775 eV.

These are the Mulliken partial charges, in e, on atoms 1 to 4: -0.233, -0.474, 0.261, 0.213



No. 3
Below is 6 unconnected molecules or ions with the total composition C4H20O6 at a distorted geometry, with properties calculated with ωB97M-V/def2-TZVPD.

Structure (XYZ):
```
30
Properties=species:S:1:pos:R:3:forces:R:3
O -3.483 1.494 0.353 -0.2831 0.2979 -0.2416
H -3.058 0.817 0.879 0.5484 -0.2540 0.1998
H -4.420 1.334 0.468 -0.2519 0.0515 -0.0531
O -1.153 -0.328 4.136 -0.0762 0.0018 -0.1084
H -0.206 -0.198 4.089 0.3611 0.1799 0.0864
H -1.270 -1.003 4.805 -0.1520 -0.2205 0.1986
C -1.005 -1.208 0.697 0.3011 -1.8496 -1.4559
O -1.418 -0.126 1.432 -0.6311 0.8941 0.2647
H 0.027 -1.457 0.942 0.1894 -0.3214 -0.1041
H -1.637 -2.091 0.796 -0.0559 -0.2333 0.6245
H -1.083 -1.065 -0.380 0.1715 0.7766 -0.0027
H -1.383 -0.408 2.349 -0.2491 0.2734 0.6762
C 1.170 2.399 0.739 -1.0918 -0.3524 -0.7564
O 0.264 1.562 0.011 0.6449 -0.1002 -0.4017
H 1.919 1.810 1.267 0.1699 0.1772 0.0537
H 1.610 3.033 -0.031 0.2955 0.0929 0.3609
H 0.561 3.000 1.414 0.3848 0.2141 0.3078
H 0.022 0.803 0.547 -0.3042 0.3212 0.2639
C -0.072 -0.362 -3.090 0.5481 -0.4910 -2.0559
O -1.463 -0.191 -3.217 0.0010 0.5934 0.8801
H 0.188 -0.948 -3.972 0.3561 -0.6201 0.2642
H 0.442 0.570 -3.323 0.2171 0.1990 0.7410
H 0.270 -0.853 -2.179 -0.1141 0.2014 0.0873
H -1.555 0.664 -2.790 -1.0213 0.1159 0.1186
C 2.857 -0.943 -0.756 -0.8244 0.2535 0.5777
O 3.208 -1.897 -1.715 0.5233 -0.1879 -0.8070
H 3.595 -0.143 -0.700 0.2887 -0.3651 0.0152
H 1.914 -0.432 -0.951 -0.1266 0.0151 -0.2792
H 2.721 -1.445 0.202 0.2776 0.2139 0.4268
H 2.441 -2.386 -2.021 -0.0970 0.1227 0.1183
```
Positions in Å, forces in eV/Å.

The calculation puts the HOMO-LUMO gap at 9.95 eV. Its structure (SMILES) is CO.CO.CO.CO.O.O. The calculation puts the LUMO energy at -0.0034 eV. As for the energy relative to the best compared isomer or geometry (same formula, charge and spin): 48.0 kcal/mol. The value obtained for the total energy is -16755.1675 eV.

These are the Mulliken partial charges, in e, on atoms 1 to 4: -0.592, 0.367, 0.298, -0.661



No. 4
Below is a molecular structure, C40H38N4O6P2PbS3, with properties calculated with ωB97M-V/def2-TZVPD.

Structure (XYZ):
```
94
Properties=species:S:1:pos:R:3:forces:R:3
Pb -0.507 0.135 -0.692 0.1325 0.1651 -0.0055
C -3.751 3.516 -2.274 0.0571 -0.0032 -0.0173
C -2.912 3.135 -1.090 0.0647 0.0325 0.1882
N -2.989 2.032 -0.454 -0.0032 -0.0615 -0.1108
N -3.884 1.104 -0.917 0.0305 -0.0481 0.0817
C -3.736 -0.177 -0.488 -0.2209 0.2839 -0.2122
N -4.404 -1.082 -1.200 0.0740 -0.0973 0.0499
S -2.806 -0.596 0.858 0.1583 -0.1376 0.1559
C -1.915 4.099 -0.535 -0.0558 0.0263 -0.1202
C -2.178 5.465 -0.578 0.0417 0.0324 0.0344
C -1.271 6.342 -0.005 -0.0507 -0.0364 -0.0148
C -0.127 5.826 0.575 0.0251 0.0229 0.0139
C 0.062 4.452 0.551 -0.0083 -0.0274 -0.0058
N -0.804 3.597 0.012 -0.0187 -0.0239 0.0284
H -4.790 3.688 -1.982 0.0019 0.0012 0.0216
H -3.745 2.723 -3.023 0.0152 -0.0053 -0.0374
H -3.364 4.414 -2.749 -0.0374 -0.0052 -0.0046
H -4.203 1.196 -1.882 -0.0247 -0.0493 -0.0270
H -4.685 -0.837 -2.147 0.0082 -0.0249 -0.0036
H -4.186 -2.043 -0.993 -0.0569 -0.0084 -0.0247
H -3.085 5.837 -1.033 -0.0100 -0.0226 -0.0008
H -1.463 7.407 -0.011 0.0164 0.0037 0.0001
H 0.614 6.465 1.036 -0.0036 -0.0007 -0.0075
H 0.953 4.022 0.990 0.0444 -0.0704 0.0018
C 1.250 -0.996 3.128 0.0181 -0.0460 0.0507
C 2.476 -1.378 2.298 0.0862 -0.0508 -0.0718
P 2.074 -1.739 0.518 -0.0318 0.1658 -0.0293
C 1.855 -3.543 0.564 -0.0740 -0.0199 -0.0247
C 2.895 -4.454 0.398 -0.0097 -0.0115 0.0209
C 2.644 -5.816 0.478 0.0157 0.0167 -0.0013
C 1.359 -6.276 0.729 -0.0079 0.0029 0.0065
C 0.318 -5.372 0.887 -0.0011 -0.0094 -0.0056
C 0.562 -4.011 0.792 0.0222 -0.0248 0.0015
C 3.681 -1.473 -0.304 0.0134 -0.0626 -0.0027
C 4.907 -1.432 0.359 -0.0017 -0.0123 -0.0262
C 6.080 -1.206 -0.348 -0.0137 -0.0094 0.0225
C 6.040 -1.027 -1.723 0.0068 0.0023 -0.0168
C 4.825 -1.069 -2.391 0.0165 0.0081 -0.0120
C 3.649 -1.283 -1.686 -0.0328 -0.0095 0.0116
P 0.380 0.426 2.343 -0.0737 -0.0156 0.0118
C -0.824 1.004 3.571 0.0185 -0.0120 0.0010
C -0.886 0.573 4.893 0.0258 -0.0210 0.0452
C -1.841 1.093 5.757 0.0111 -0.0141 -0.0194
C -2.736 2.050 5.305 -0.0143 -0.0055 0.0157
C -2.691 2.472 3.983 0.0033 0.0157 -0.0518
C -1.749 1.943 3.114 -0.0796 0.0058 0.0811
C 1.686 1.705 2.406 -0.0431 0.0926 0.1013
C 1.803 2.606 3.464 0.0317 0.0259 -0.0976
C 2.795 3.577 3.452 -0.0042 -0.0396 -0.0188
C 3.686 3.649 2.389 0.0244 0.0343 0.0273
C 3.584 2.751 1.336 -0.0088 0.0037 -0.0521
C 2.582 1.792 1.339 -0.0371 0.0289 0.0056
H 1.569 -0.754 4.145 -0.0325 0.0253 -0.0147
H 0.538 -1.825 3.192 0.0003 -0.0057 -0.0376
H 2.985 -2.238 2.737 -0.0073 -0.0016 0.0305
H 3.177 -0.541 2.302 0.0128 -0.0365 0.0214
H 3.898 -4.103 0.191 0.0033 0.0119 -0.0019
H 3.454 -6.520 0.338 0.0022 0.0000 -0.0027
H 1.167 -7.339 0.786 -0.0020 -0.0011 0.0003
H -0.690 -5.729 1.059 -0.0023 0.0061 0.0027
H -0.261 -3.308 0.854 -0.0036 -0.0146 0.0058
H 4.959 -1.583 1.430 -0.0025 -0.0010 0.0070
H 7.027 -1.174 0.176 -0.0018 -0.0028 0.0084
H 6.956 -0.853 -2.273 0.0001 0.0010 -0.0025
H 4.786 -0.930 -3.464 -0.0025 0.0025 -0.0010
H 2.701 -1.302 -2.213 0.0183 -0.0161 -0.0018
H -0.193 -0.175 5.259 -0.0030 0.0284 0.0045
H -1.884 0.748 6.782 0.0002 -0.0009 -0.0001
H -3.480 2.455 5.979 0.0035 0.0054 -0.0048
H -3.405 3.201 3.619 -0.0004 -0.0036 0.0053
H -1.748 2.235 2.070 0.0147 0.0292 -0.0091
H 1.104 2.556 4.289 0.0016 0.0189 0.0263
H 2.876 4.277 4.274 -0.0116 -0.0018 0.0052
H 4.461 4.405 2.382 0.0005 -0.0011 0.0007
H 4.275 2.806 0.504 0.0013 -0.0179 -0.0028
H 2.502 1.105 0.501 -0.0022 0.0440 -0.0057
O 0.610 -3.478 -2.627 -0.0151 -0.0272 -0.0388
S -0.193 -2.287 -2.650 0.0343 0.0618 0.0238
O -0.906 -2.061 -1.352 -0.0991 -0.0752 0.0523
O 0.509 -1.066 -3.024 -0.0467 -0.0375 -0.0246
C -1.533 -2.602 -3.806 -0.0123 0.0399 -0.0535
C -1.611 -3.926 -4.229 0.0410 0.0486 0.0204
C -2.617 -4.352 -5.078 -0.0772 0.0535 -0.0518
C -3.568 -3.447 -5.520 0.0479 -0.0659 0.0243
C -3.501 -2.128 -5.108 0.0142 0.0512 0.0141
C -2.497 -1.685 -4.249 0.0758 0.0210 -0.0060
S -2.601 0.088 -3.928 -0.1285 -0.2181 0.1159
O -4.042 0.321 -3.734 0.0002 0.0162 -0.0339
O -2.037 0.747 -5.069 0.0250 0.0055 -0.0009
O -1.906 0.357 -2.661 0.1169 0.0809 -0.0335
H -0.856 -4.615 -3.878 -0.0042 -0.0078 0.0084
H -2.655 -5.387 -5.391 0.0058 -0.0023 -0.0021
H -4.360 -3.762 -6.187 -0.0020 0.0060 -0.0022
H -4.237 -1.413 -5.450 -0.0033 -0.0027 -0.0010
```
Positions in Å, forces in eV/Å.

The calculation puts the HOMO-LUMO gap at 8.16 eV. The calculation puts the LUMO energy at 0.0174 eV. As for the energy relative to the best compared isomer or geometry (same formula, charge and spin): 3.7 kcal/mol. The value obtained for the total energy is -116675.7153 eV.

These are the Mulliken partial charges, in e, on atoms 1 to 4: 1.728, -1.720, 1.032, 0.140